{
  "formula": "C42H118N14O12",
  "method": "ωB97M-V/def2-TZVPD",
  "elements": ["C", "C", "C", "O", "C", "N", "H", "H", "H", "H", "H", "H", "H", "H", "H", "H", "H", "C", "C", "C", "O", "C", "N", "H", "H", "H", "H", "H", "H", "H", "H", "H", "H", "H", "C", "C", "C", "O", "C", "N", "H", "H", "H", "H", "H", "H", "H", "H", "H", "H", "H", "C", "C", "C", "O", "C", "N", "H", "H", "H", "H", "H", "H", "H", "H", "H", "H", "H", "C", "C", "C", "O", "C", "N", "H", "H", "H", "H", "H", "H", "H", "H", "H", "H", "H", "C", "C", "C", "O", "C", "N", "H", "H", "H", "H", "H", "H", "H", "H", "H", "H", "H", "C", "C", "C", "O", "C", "N", "H", "H", "H", "H", "H", "H", "H", "H", "H", "H", "H", "C", "C", "C", "O", "C", "N", "H", "H", "H", "H", "H", "H", "H", "H", "H", "H", "H", "C", "C", "C", "O", "C", "N", "H", "H", "H", "H", "H", "H", "H", "H", "H", "H", "H", "C", "C", "C", "O", "C", "N", "H", "H", "H", "H", "H", "H", "H", "H", "H", "H", "H", "C", "O", "N", "N", "H", "H", "H", "H", "C", "O", "N", "N", "H", "H", "H", "H"],
  "coordinates": [[9.944, 9.163, 4.458], [8.563, 9.431, 4.981], [7.417, 8.416, 4.890], [7.343, 8.096, 3.422], [6.656, 6.837, 3.157], [8.927, 9.956, 6.295], [10.425, 8.440, 5.117], [10.481, 10.110, 4.513], [10.128, 8.928, 3.410], [8.267, 10.309, 4.407], [6.438, 8.826, 5.139], [7.654, 7.530, 5.479], [6.666, 6.374, 2.170], [5.643, 6.897, 3.553], [7.095, 5.977, 3.662], [9.878, 9.660, 6.461], [8.285, 9.611, 6.995], [18.066, 9.130, 18.071], [16.666, 9.695, 18.611], [15.523, 9.427, 17.621], [15.366, 10.417, 16.601], [14.183, 10.223, 15.787], [16.505, 9.292, 19.975], [18.061, 9.095, 16.982], [18.243, 8.088, 18.338], [18.924, 9.745, 18.341], [16.650, 10.781, 18.526], [14.586, 9.489, 18.175], [15.295, 8.458, 17.179], [13.293, 10.647, 16.252], [13.851, 9.211, 15.555], [14.301, 10.647, 14.790], [17.183, 9.634, 20.641], [15.617, 9.637, 20.310], [6.285, 9.835, 14.299], [6.598, 9.207, 12.925], [5.482, 8.257, 12.555], [5.530, 6.983, 13.131], [6.554, 6.218, 12.489], [6.916, 10.211, 11.907], [7.237, 10.287, 14.577], [6.042, 9.125, 15.089], [5.572, 10.656, 14.212], [7.579, 8.746, 13.046], [5.548, 8.132, 11.474], [4.522, 8.735, 12.752], [6.212, 5.653, 11.622], [6.844, 5.481, 13.238], [7.497, 6.710, 12.250], [7.777, 10.449, 12.379], [6.458, 11.074, 12.164], [14.563, 9.224, 11.127], [15.991, 8.892, 11.701], [17.051, 8.704, 10.605], [18.162, 7.900, 11.095], [17.944, 6.565, 10.707], [16.574, 9.847, 12.632], [14.079, 8.580, 10.392], [14.429, 10.274, 10.868], [13.922, 8.940, 11.962], [15.762, 7.908, 12.111], [17.369, 9.652, 10.172], [16.583, 8.218, 9.749], [18.344, 6.478, 9.696], [16.925, 6.198, 10.827], [18.560, 5.878, 11.287], [16.573, 10.855, 12.564], [17.533, 9.529, 12.618], [6.559, 2.338, 9.471], [7.399, 2.548, 10.804], [8.654, 3.476, 10.683], [9.561, 3.494, 11.834], [10.062, 2.202, 12.285], [6.362, 3.101, 11.651], [5.597, 1.856, 9.647], [6.976, 1.735, 8.665], [6.333, 3.334, 9.090], [7.611, 1.599, 11.296], [8.415, 4.509, 10.431], [9.333, 3.222, 9.869], [10.278, 1.553, 11.436], [9.261, 1.649, 12.776], [10.977, 2.265, 12.873], [6.687, 2.890, 12.583], [5.464, 2.642, 11.589], [14.819, 2.243, 16.422], [14.079, 1.659, 15.218], [14.101, 2.653, 14.070], [15.397, 2.862, 13.427], [15.210, 3.492, 12.156], [14.681, 0.392, 14.720], [15.379, 1.486, 16.970], [14.106, 2.726, 17.091], [15.508, 3.054, 16.186], [13.104, 1.351, 15.597], [13.816, 3.605, 14.518], [13.315, 2.464, 13.339], [14.475, 4.296, 12.177], [14.741, 2.844, 11.416], [16.174, 3.925, 11.889], [15.186, 0.016, 15.509], [15.455, 0.688, 14.142], [12.093, 7.327, 13.504], [10.964, 6.603, 12.756], [10.906, 6.945, 11.307], [10.506, 8.321, 11.050], [9.474, 8.594, 10.142], [11.251, 5.196, 13.079], [11.950, 8.389, 13.307], [13.044, 6.979, 13.100], [11.996, 7.132, 14.572], [10.079, 7.029, 13.228], [10.177, 6.285, 10.837], [11.881, 6.816, 10.838], [9.675, 9.482, 9.543], [8.462, 8.552, 10.544], [9.559, 7.986, 9.241], [10.737, 4.568, 12.478], [12.164, 4.818, 12.868], [12.593, 12.930, 5.273], [12.724, 12.789, 6.818], [13.465, 11.508, 7.304], [12.543, 10.368, 6.829], [12.789, 9.207, 7.602], [13.335, 14.006, 7.209], [13.409, 12.933, 4.550], [12.034, 13.834, 5.033], [11.921, 12.132, 4.957], [11.691, 12.787, 7.167], [13.685, 11.457, 8.371], [14.433, 11.531, 6.803], [12.430, 8.380, 6.990], [12.184, 9.315, 8.503], [13.804, 8.970, 7.919], [12.574, 14.647, 7.380], [13.886, 14.511, 6.530], [10.121, 5.166, 17.012], [10.288, 3.635, 16.727], [9.576, 2.727, 17.776], [9.694, 2.969, 19.158], [10.951, 2.814, 19.686], [9.741, 3.443, 15.386], [9.065, 5.405, 17.139], [10.488, 5.878, 16.274], [10.532, 5.256, 18.018], [11.345, 3.450, 16.534], [9.895, 1.719, 17.511], [8.500, 2.753, 17.603], [11.705, 3.169, 18.983], [11.093, 1.807, 20.080], [11.111, 3.500, 20.517], [9.895, 2.472, 15.154], [10.104, 4.040, 14.657], [11.756, 11.376, 12.760], [10.223, 11.654, 12.692], [9.819, 12.307, 11.308], [8.514, 12.879, 11.322], [8.276, 13.852, 12.292], [9.570, 10.426, 13.001], [12.269, 12.309, 12.991], [12.226, 10.876, 11.913], [12.253, 10.614, 13.361], [10.105, 12.395, 13.483], [9.929, 11.628, 10.462], [10.463, 13.181, 11.218], [7.227, 14.143, 12.241], [8.811, 14.794, 12.170], [8.480, 13.421, 13.272], [9.967, 9.720, 12.399], [9.849, 9.987, 13.866], [6.052, 11.073, 8.573], [5.237, 11.158, 7.752], [6.686, 9.971, 8.731], [6.495, 12.043, 9.274], [6.420, 9.073, 8.354], [6.834, 10.055, 9.727], [7.298, 11.852, 9.855], [6.132, 12.919, 8.928], [15.007, 5.122, 8.313], [15.747, 5.982, 8.765], [15.455, 4.328, 7.347], [13.712, 5.242, 8.366], [16.444, 4.139, 7.418], [14.840, 3.777, 6.764], [13.495, 6.089, 8.872], [13.063, 4.856, 7.695]],
  "mulliken_charge": [-1.327, 0.840, -0.898, -0.318, -0.903, -0.400, 0.507, -0.042, 0.341, 0.061, 0.403, 0.453, 0.317, 0.314, 0.345, 0.154, -0.006, -1.295, 0.639, -0.838, -0.349, -0.592, -0.707, 0.308, 0.375, 0.336, 0.163, 0.322, 0.381, 0.400, 0.151, 0.221, 0.251, 0.235, -1.626, 1.986, -1.139, -0.428, -0.409, 0.221, 0.272, 0.433, 0.389, -0.781, 0.426, 0.427, 0.298, 0.220, -0.026, -0.495, 0.292, -0.694, 0.754, -0.782, -0.489, -0.395, -0.481, 0.077, 0.477, -0.267, -0.020, 0.463, 0.238, 0.290, -0.020, 0.340, 0.217, 0.291, -1.740, 0.550, -1.459, -0.033, -0.615, -0.517, 0.379, 0.429, 0.368, 0.444, -0.042, 0.696, 0.469, 0.254, -0.043, 0.209, 0.212, -1.253, 0.649, -0.645, -0.448, -0.385, -0.850, 0.401, 0.174, 0.289, 0.163, 0.272, 0.304, 0.006, 0.356, 0.270, 0.253, 0.344, -0.412, 1.136, -1.243, 0.823, -1.275, 0.703, -0.613, 0.165, 0.069, -0.090, 0.035, 0.051, 0.048, -0.120, 1.050, 0.377, -0.374, -1.149, 0.685, -0.594, -0.264, -0.810, -0.728, 0.339, 0.440, -0.037, 0.166, 0.194, 0.203, 0.460, 0.088, 0.475, 0.314, 0.278, -1.427, 1.165, -0.765, -0.370, -0.563, -0.508, 0.380, 0.190, 0.408, -0.251, 0.427, 0.307, 0.133, 0.301, 0.250, 0.202, 0.066, -1.583, 0.603, -0.541, -0.236, -0.922, 0.220, 0.563, 0.215, -0.152, 0.736, -0.136, 0.488, 0.313, 0.298, 0.322, -1.003, 0.462, 0.448, -0.720, 0.304, -0.197, 0.274, -0.303, 0.192, 0.224, -1.658, 0.242, -0.426, 0.115, 0.305, 0.426, -0.197, 0.631],
  "lumo_ev": [1.910, 1.903],
  "charge": -1,
  "multiplicity": 2,
  "s_squared": 0.751,
  "relative_energy_kj_mol": 175.5
}


{
  "formula": "C42H24BrF4N7O5Os",
  "method": "ωB97M-V/def2-TZVPD",
  "elements": ["Os", "O", "C", "O", "C", "C", "C", "C", "C", "C", "C", "C", "C", "N", "H", "H", "H", "H", "H", "H", "O", "C", "C", "C", "N", "C", "Br", "C", "H", "H", "H", "H", "F", "C", "C", "F", "C", "C", "C", "F", "C", "C", "C", "N", "C", "N", "F", "C", "C", "N", "C", "N", "C", "C", "C", "C", "C", "C", "N", "C", "C", "C", "C", "C", "C", "C", "O", "O", "C", "C", "H", "H", "H", "H", "H", "H", "H", "H", "H", "H", "H", "H", "H", "H"],
  "coordinates": [[-0.170, -1.258, -1.788], [0.315, -5.268, -1.319], [-0.030, -4.139, -1.540], [0.595, -3.050, -1.291], [-1.390, -3.861, -2.207], [-2.114, -4.909, -2.777], [-3.290, -4.610, -3.419], [-3.758, -3.281, -3.419], [-4.987, -2.915, -4.010], [-5.427, -1.621, -3.958], [-4.680, -0.649, -3.275], [-3.485, -0.967, -2.684], [-2.977, -2.277, -2.767], [-1.772, -2.593, -2.218], [-1.702, -5.905, -2.704], [-3.860, -5.381, -3.917], [-5.577, -3.688, -4.478], [-6.365, -1.345, -4.414], [-5.064, 0.356, -3.196], [-2.951, -0.235, -2.095], [-1.066, 4.029, -4.756], [-0.955, 2.960, -4.001], [-1.217, 2.928, -2.624], [-1.091, 1.748, -1.930], [-0.725, 0.604, -2.526], [-0.427, 0.651, -3.833], [0.204, -1.040, -4.476], [-0.533, 1.766, -4.615], [-1.390, 4.810, -4.285], [-1.513, 3.826, -2.108], [-1.269, 1.698, -0.863], [-0.314, 1.756, -5.669], [-3.261, -0.288, 1.561], [-3.131, -0.490, 2.883], [-4.249, -0.425, 3.690], [-5.426, -0.194, 3.116], [-4.163, -0.608, 5.093], [-2.866, -0.845, 5.612], [-1.750, -0.904, 4.790], [-0.557, -1.136, 5.331], [-1.846, -0.738, 3.397], [-0.707, -0.840, 2.520], [-0.768, -0.920, 1.160], [-0.671, -0.966, -0.005], [0.632, -0.813, 2.939], [1.751, -0.731, 3.186], [-2.700, -1.022, 6.915], [-5.315, -0.570, 5.932], [-5.264, -0.814, 7.310], [-5.282, -1.022, 8.439], [-6.608, -0.315, 5.454], [-7.687, -0.116, 5.116], [4.432, 4.953, -0.792], [3.984, 4.157, 0.396], [3.454, 4.840, 1.488], [2.985, 4.163, 2.616], [3.067, 2.801, 2.665], [3.626, 2.066, 1.584], [3.737, 0.742, 1.810], [4.144, -0.323, 1.019], [5.181, -1.128, 1.506], [5.656, -2.189, 0.761], [5.091, -2.483, -0.472], [4.007, -1.747, -0.921], [3.510, -0.678, -0.185], [2.183, -0.085, -0.548], [1.567, 0.660, 0.201], [1.714, -0.472, -1.684], [4.099, 2.765, 0.431], [4.756, 2.064, -0.709], [4.139, 5.993, -0.682], [3.998, 4.565, -1.712], [5.517, 4.930, -0.888], [3.420, 5.918, 1.471], [2.572, 4.719, 3.441], [2.714, 2.263, 3.532], [3.447, 0.448, 2.746], [5.637, -0.879, 2.451], [6.473, -2.785, 1.137], [5.476, -3.301, -1.062], [3.503, -2.022, -1.833], [5.317, 1.193, -0.383], [5.436, 2.736, -1.223], [4.011, 1.734, -1.436]],
  "mulliken_charge": [1.597, -0.626, 0.426, -0.748, 0.566, -0.810, -0.676, 1.155, -0.855, -0.705, -0.797, -0.387, 0.099, 0.122, 0.572, 0.486, 0.441, 0.434, 0.476, 0.471, -0.499, 0.897, -0.836, -0.364, -0.001, 0.227, -0.052, -0.599, 0.333, 0.403, 0.472, 0.543, -0.153, 0.228, -0.133, -0.301, 0.417, 0.228, 0.163, -0.298, 0.471, 0.239, 1.439, -1.469, -0.210, -0.514, -0.274, 0.704, -0.006, -0.418, -0.012, -0.440, -1.717, 0.815, -0.729, -1.102, -1.068, 0.504, 0.653, -0.835, -0.579, -0.766, -0.792, -1.124, 1.667, 1.052, -0.504, -0.922, 1.404, -1.588, 0.415, 0.356, 0.402, 0.444, 0.451, 0.517, 0.444, 0.540, 0.446, 0.463, 0.532, 0.325, 0.563, 0.303],
  "lumo_ev": [-5.404, -8.453],
  "charge": 2,
  "multiplicity": 5,
  "s_squared": 6.089,
  "relative_energy_kj_mol": 10.4
}


Ordered E_tot results: -3340.0105 -5437.9485; unit a.u..
Ordered max |F| results: 0.1530 0.0405; unit hartree/bohr.